Molecular formula: C33H80HgN3O12S3
Method: DFT, ωB97M-V/def2-TZVPD

total charge: +1
gap between HOMO and LUMO: 5.36 eV
spin multiplicity: 1

CARTESIAN COORDINATES (ANGSTROEM)
Hg: 32.18 4.51 5.51
C: 32.17 0.79 7.25
C: 31.51 1.15 5.91
C: 30.01 1.26 6.03
O: 32.08 2.31 5.35
H: 32.05 -0.29 7.43
H: 31.68 1.34 8.06
H: 33.24 0.99 7.33
H: 31.87 0.29 5.32
H: 29.53 1.40 5.07
H: 29.80 2.05 6.75
H: 29.59 0.37 6.51
C: 27.30 3.30 7.42
C: 26.46 4.06 8.42
C: 25.01 3.60 8.55
O: 27.09 3.92 9.72
H: 27.22 2.24 7.71
H: 28.35 3.59 7.41
H: 26.91 3.48 6.42
H: 26.43 5.12 8.13
H: 24.56 4.27 9.29
H: 24.88 2.60 8.97
H: 24.49 3.68 7.59
H: 26.34 3.75 10.30
C: 31.05 -1.20 10.24
C: 32.41 -1.81 10.44
C: 33.58 -0.78 10.26
O: 32.63 -2.38 11.73
H: 30.90 -0.26 10.79
H: 30.31 -1.90 10.64
H: 30.89 -0.90 9.21
H: 32.55 -2.59 9.69
H: 34.44 -1.01 10.88
H: 33.27 0.24 10.47
H: 33.90 -0.85 9.22
H: 32.60 -1.70 12.42
C: 37.11 1.89 3.71
C: 35.73 1.27 3.82
C: 35.44 0.50 5.10
O: 36.33 -0.56 5.25
C: 36.07 -1.39 6.36
N: 34.69 2.33 3.68
H: 37.85 1.19 3.33
H: 37.45 2.35 4.64
H: 37.07 2.69 2.96
H: 35.70 0.60 2.95
H: 34.43 0.10 4.95
H: 35.49 1.21 5.94
H: 36.70 -2.27 6.36
H: 35.00 -1.65 6.40
H: 36.26 -0.83 7.29
H: 33.85 1.86 4.02
H: 34.51 2.41 2.69
C: 36.24 5.79 5.73
C: 35.73 4.59 6.54
C: 35.50 5.01 7.96
O: 36.70 5.46 8.54
C: 36.48 5.91 9.88
N: 34.48 4.03 5.95
H: 35.59 6.66 5.67
H: 36.55 5.49 4.72
H: 37.18 6.14 6.15
H: 36.46 3.80 6.37
H: 35.16 4.13 8.53
H: 34.72 5.77 8.09
H: 35.98 5.11 10.44
H: 35.92 6.84 9.94
H: 37.48 5.98 10.29
H: 34.14 3.30 6.59
H: 34.77 3.48 5.12
C: 27.58 1.37 3.32
C: 28.54 2.25 2.53
C: 28.42 1.91 1.08
O: 29.37 2.57 0.26
C: 29.11 2.51 -1.13
N: 28.21 3.67 2.82
H: 26.57 1.38 2.92
H: 27.38 1.73 4.33
H: 28.00 0.38 3.49
H: 29.54 2.07 2.94
H: 27.42 2.14 0.69
H: 28.56 0.83 0.91
H: 29.46 1.59 -1.60
H: 29.68 3.32 -1.59
H: 28.05 2.64 -1.34
H: 28.82 3.99 3.56
H: 28.54 4.18 1.99
C: 29.20 -2.27 4.23
C: 29.83 -2.90 5.47
C: 30.59 -4.16 5.08
S: 29.86 -4.72 3.47
O: 29.28 -6.03 3.70
O: 30.94 -4.51 2.51
C: 28.66 -3.39 3.38
H: 29.94 -1.68 3.68
H: 28.41 -1.53 4.37
H: 29.00 -3.11 6.15
H: 30.40 -2.14 6.02
H: 30.47 -4.97 5.80
H: 31.63 -3.97 4.84
H: 27.78 -3.88 3.82
H: 28.45 -3.18 2.34
C: 30.72 2.96 11.11
C: 32.21 2.83 11.42
C: 33.07 3.22 10.23
S: 32.13 4.51 9.31
O: 32.30 4.26 7.88
O: 32.38 5.80 9.90
C: 30.49 3.92 9.94
H: 30.16 3.23 12.00
H: 30.39 1.95 10.85
H: 32.45 1.88 11.90
H: 32.51 3.55 12.20
H: 33.09 2.37 9.53
H: 34.09 3.57 10.37
H: 29.88 3.45 9.17
H: 29.92 4.81 10.19
C: 32.97 -1.64 1.96
C: 32.97 -0.09 1.92
C: 31.56 0.31 1.56
S: 30.91 -0.92 0.43
O: 30.93 -0.50 -0.96
O: 29.65 -1.33 1.00
C: 32.25 -2.15 0.70
H: 32.55 -2.04 2.89
H: 34.00 -2.01 2.05
H: 33.73 0.14 1.18
H: 33.18 0.30 2.91
H: 31.40 1.31 1.16
H: 30.94 0.15 2.44
H: 32.92 -1.96 -0.14
H: 32.00 -3.21 0.69

Atom charges from the Mulliken analysis, given in e for atoms 1 to 6:
1 Hg 0.94
2 C -0.97
3 C 1.98
4 C -0.35
5 O -0.40
6 H 0.20

***

Molecular formula: C33H81Br9N9O15P3
Method: DFT, ωB97M-V/def2-TZVPD

gap between HOMO and LUMO: 7.89 eV
spin multiplicity: 1

CARTESIAN COORDINATES (ANGSTROEM)
C: 5.36 6.97 0.87
Br: 3.94 6.62 2.15
Br: 5.67 8.88 0.76
Br: 4.94 6.21 -0.91
H: 6.31 6.59 1.21
C: -0.99 -0.74 5.87
Br: -0.65 -2.62 5.48
Br: -2.45 -0.66 7.20
Br: -1.63 0.22 4.33
H: -0.07 -0.31 6.23
C: 2.87 -3.60 2.78
Br: 4.48 -3.34 1.75
Br: 1.70 -2.13 2.52
Br: 3.24 -4.03 4.65
H: 2.50 -4.52 2.33
O: -7.84 0.01 2.30
P: -6.38 0.15 2.38
N: -5.82 0.85 3.81
C: -4.92 1.99 3.92
C: -6.13 0.18 5.08
N: -5.70 1.02 1.11
C: -6.58 1.89 0.32
C: -4.41 0.68 0.51
N: -5.59 -1.34 2.43
C: -4.30 -1.61 3.02
C: -6.23 -2.35 1.56
H: -4.91 2.55 2.98
H: -3.91 1.69 4.19
H: -5.32 2.64 4.70
H: -5.38 0.42 5.83
H: -6.25 -0.89 4.92
H: -7.08 0.60 5.43
H: -7.55 1.41 0.20
H: -6.79 2.84 0.82
H: -6.23 2.09 -0.69
H: -3.61 0.75 1.25
H: -4.47 -0.30 0.05
H: -4.16 1.50 -0.16
H: -4.31 -1.48 4.10
H: -4.00 -2.63 2.79
H: -3.52 -0.98 2.59
H: -6.28 -1.99 0.53
H: -7.15 -2.72 2.00
H: -5.64 -3.27 1.55
O: 1.03 -2.87 -1.02
P: -0.03 -3.85 -1.42
N: -0.10 -4.14 -3.09
C: 0.62 -3.28 -4.00
C: -1.20 -4.87 -3.69
N: -1.60 -3.36 -1.02
C: -2.00 -3.43 0.38
C: -2.32 -2.33 -1.77
N: 0.11 -5.30 -0.63
C: 1.44 -5.85 -0.35
C: -0.99 -6.28 -0.59
H: 0.74 -3.71 -5.00
H: 1.66 -3.12 -3.70
H: 0.03 -2.38 -4.22
H: -1.74 -5.57 -3.07
H: -0.75 -5.53 -4.45
H: -1.83 -4.14 -4.21
H: -3.02 -3.85 0.40
H: -1.32 -4.04 0.97
H: -2.02 -2.43 0.82
H: -3.24 -1.96 -1.31
H: -1.67 -1.48 -2.00
H: -2.74 -2.83 -2.64
H: 1.82 -6.40 -1.21
H: 2.13 -5.03 -0.17
H: 1.36 -6.50 0.52
H: -0.84 -7.07 -1.34
H: -1.94 -5.81 -0.81
H: -0.99 -6.73 0.40
O: 3.73 -2.28 -5.36
P: 4.25 -0.91 -5.22
N: 3.69 -0.20 -3.81
C: 3.86 1.20 -3.45
C: 3.67 -1.10 -2.66
N: 3.88 0.20 -6.42
C: 4.56 0.20 -7.72
C: 2.49 0.69 -6.48
N: 5.93 -0.89 -5.23
C: 6.71 0.28 -4.87
C: 6.63 -2.10 -5.56
H: 3.06 1.52 -2.78
H: 3.85 1.80 -4.35
H: 4.80 1.31 -2.90
H: 3.71 -0.54 -1.73
H: 4.57 -1.72 -2.56
H: 2.78 -1.73 -2.70
H: 4.27 -0.70 -8.28
H: 4.17 1.07 -8.25
H: 5.64 0.15 -7.62
H: 2.13 0.85 -5.46
H: 2.54 1.69 -6.92
H: 1.84 0.07 -7.10
H: 6.12 1.19 -5.00
H: 7.05 0.25 -3.83
H: 7.56 0.29 -5.57
H: 6.08 -2.79 -6.19
H: 6.90 -2.64 -4.64
H: 7.54 -1.95 -6.15
C: -0.56 -0.07 0.93
O: -0.19 1.30 1.02
C: 1.13 1.54 1.11
O: 1.99 0.70 1.26
O: 1.34 2.80 0.81
C: 2.65 3.35 0.83
H: -0.64 -0.57 1.90
H: 0.10 -0.72 0.34
H: -1.59 -0.09 0.60
H: 3.27 2.92 1.61
H: 2.67 4.42 1.07
H: 3.08 3.14 -0.15
C: 4.32 -0.54 4.53
O: 4.07 0.76 4.04
C: 3.20 1.44 4.78
O: 2.63 1.07 5.76
O: 2.98 2.59 4.15
C: 2.12 3.54 4.74
H: 4.79 -1.22 3.82
H: 3.45 -1.13 4.79
H: 4.97 -0.52 5.41
H: 1.11 3.13 4.82
H: 2.15 4.42 4.10
H: 2.39 3.84 5.75
C: -3.32 3.74 -3.05
O: -2.23 2.96 -3.52
C: -1.69 2.12 -2.66
O: -1.98 1.99 -1.50
O: -0.69 1.48 -3.28
C: 0.29 0.83 -2.50
H: -4.28 3.25 -3.17
H: -3.28 4.68 -3.59
H: -3.25 3.95 -1.98
H: 0.98 0.35 -3.21
H: -0.04 -0.15 -2.12
H: 0.82 1.45 -1.78
C: -2.11 4.06 1.36
O: -2.36 3.69 2.72
C: -1.85 4.39 3.71
O: -1.09 5.33 3.64
O: -2.31 3.88 4.84
C: -1.68 4.23 6.09
H: -1.98 3.18 0.72
H: -1.12 4.53 1.35
H: -2.90 4.73 1.05
H: -0.65 3.91 6.06
H: -2.28 3.72 6.84
H: -1.85 5.29 6.24

Atom charges from the Mulliken analysis, given in e for atoms 1 to 6:
1 C -0.40
2 Br 0.03
3 Br -0.04
4 Br -0.04
5 H 0.44
6 C -0.60

***

Molecular formula: C33H82N12O12Rb
Method: DFT, ωB97M-V/def2-TZVPD

total charge: +1
gap between HOMO and LUMO: 9.02 eV
spin multiplicity: 1

CARTESIAN COORDINATES (ANGSTROEM)
N: 1.84 -1.79 0.41
H: 1.35 -2.26 1.16
H: 2.87 -2.09 0.57
H: -1.34 0.14 -1.61
H: 1.56 -2.22 -0.50
Rb: 1.13 1.70 -0.51
O: -1.33 0.64 -0.80
H: -2.03 1.21 -0.97
C: -4.02 -1.77 4.91
O: -4.76 -2.43 4.19
N: -2.87 -1.28 4.49
C: -2.16 -0.22 5.18
C: -2.29 -1.78 3.32
H: -4.24 -1.41 5.93
H: -1.12 -0.54 5.32
H: -2.62 0.17 6.09
H: -2.12 0.66 4.46
H: -2.20 -1.06 2.46
H: -1.24 -2.05 3.54
H: -2.81 -2.69 3.03
C: -2.73 3.62 -2.75
O: -1.95 3.03 -1.97
N: -2.33 4.30 -3.79
C: -3.34 5.01 -4.63
C: -0.99 4.32 -4.28
H: -3.79 3.67 -2.67
H: -4.38 4.86 -4.26
H: -3.32 4.61 -5.67
H: -3.13 6.08 -4.75
H: -1.08 4.75 -5.25
H: -0.38 4.93 -3.64
H: -0.60 3.29 -4.35
C: 1.13 -5.36 2.96
O: 1.12 -4.29 2.41
N: 0.14 -5.95 3.65
C: 0.32 -7.25 4.32
C: -1.17 -5.38 3.80
H: 2.09 -6.01 3.02
H: 1.41 -7.54 4.27
H: -0.37 -7.93 3.81
H: 0.18 -7.09 5.42
H: -1.88 -6.09 3.31
H: -1.42 -5.24 4.87
H: -1.17 -4.40 3.36
C: -2.27 -1.27 -3.44
O: -1.17 -0.83 -3.14
N: -2.55 -2.30 -4.20
C: -3.95 -2.76 -4.36
C: -1.56 -2.94 -5.01
H: -3.20 -0.86 -3.00
H: -4.64 -2.38 -3.62
H: -3.92 -3.85 -4.22
H: -4.29 -2.52 -5.39
H: -1.82 -3.98 -5.18
H: -1.33 -2.37 -5.94
H: -0.62 -2.88 -4.50
C: -1.33 3.39 2.52
O: -0.45 3.29 3.37
N: -1.43 4.15 1.40
C: -2.75 4.60 1.01
C: -0.24 4.96 1.20
H: -2.19 2.72 2.60
H: -3.08 5.47 1.61
H: -3.45 3.77 1.01
H: -2.71 5.01 -0.03
H: -0.29 5.58 0.27
H: -0.09 5.65 2.05
H: 0.65 4.27 1.28
C: 4.74 0.54 -2.19
O: 4.34 1.54 -2.77
N: 5.96 -0.07 -2.20
C: 6.97 0.41 -3.13
C: 6.30 -1.22 -1.39
H: 4.06 -0.07 -1.69
H: 6.49 1.16 -3.74
H: 7.31 -0.36 -3.88
H: 7.88 0.72 -2.58
H: 7.11 -1.05 -0.62
H: 5.37 -1.61 -0.96
H: 6.72 -2.02 -2.01
C: -3.11 -3.77 -1.08
O: -3.79 -2.73 -0.98
N: -1.86 -3.87 -0.66
C: -1.05 -4.99 -0.95
C: -1.19 -2.68 -0.28
H: -3.56 -4.70 -1.55
H: -0.19 -4.80 -1.66
H: -1.57 -5.85 -1.33
H: -0.60 -5.39 -0.07
H: -0.84 -2.14 -1.18
H: -1.93 -2.08 0.25
H: -0.42 -3.01 0.40
C: 1.64 1.50 -4.30
O: 0.69 1.71 -3.51
N: 1.50 1.39 -5.63
C: 0.25 1.14 -6.28
C: 2.68 1.10 -6.45
H: 2.69 1.44 -3.97
H: 0.29 0.71 -7.28
H: -0.24 2.10 -6.51
H: -0.38 0.40 -5.71
H: 2.73 1.74 -7.30
H: 3.61 1.40 -5.90
H: 2.65 0.01 -6.63
C: 2.48 2.98 2.58
O: 2.80 2.99 1.39
N: 2.93 3.87 3.45
C: 2.47 3.83 4.88
C: 3.69 4.98 2.95
H: 1.78 2.27 3.02
H: 1.62 3.16 5.02
H: 2.31 4.87 5.32
H: 3.25 3.39 5.53
H: 4.55 5.17 3.66
H: 4.17 4.62 2.06
H: 3.22 5.92 2.77
C: -4.37 0.89 1.83
O: -3.91 2.02 1.81
N: -4.80 0.22 0.75
C: -5.59 -0.98 0.95
C: -4.46 0.69 -0.52
H: -4.51 0.32 2.75
H: -5.68 -1.17 1.99
H: -5.18 -1.77 0.35
H: -6.66 -0.79 0.65
H: -5.32 1.01 -1.12
H: -3.78 1.51 -0.45
H: -4.17 -0.24 -1.10
C: 5.13 -0.44 2.01
O: 4.58 -1.21 1.22
N: 4.74 -0.12 3.24
C: 5.55 0.82 3.95
C: 3.61 -0.77 3.96
H: 5.94 0.20 1.72
H: 4.95 1.49 4.59
H: 6.10 1.45 3.27
H: 6.13 0.21 4.59
H: 2.77 -0.06 4.11
H: 3.26 -1.60 3.44
H: 3.93 -1.08 4.97

Atom charges from the Mulliken analysis, given in e for atoms 1 to 6:
1 N -0.14
2 H -0.12
3 H 0.25
4 H 0.12
5 H 0.22
6 Rb 0.17